Entry 1:
ORCA calculation (wB97M-V/def2-TZVPD) on a structure of composition C45H57AlBCl3F4I2LiMgNaO13Si in a non-equilibrium geometry.

XYZ file:
```
130
Properties=species:S:1:pos:R:3:forces:R:3
C 1.9654 -0.1947 -1.2427 -1.5 -2.1 -6.7
C 1.6543 -0.6643 -2.4451 0.4 2.5 6.4
C 1.0829 -1.2770 -3.7884 4.2 -0.9 0.7
O -0.2326 -1.0870 -4.2298 -1.1 1.0 1.1
C -1.1646 -0.1908 -3.6705 -2.7 1.1 0.0
C -0.7594 1.3612 -3.5256 2.3 1.8 -1.7
F -0.2654 1.7702 -2.2381 -2.2 -1.0 -2.3
F -1.9204 2.1882 -3.9309 1.5 -1.9 1.7
C 0.3834 1.8563 -4.6005 0.8 0.3 0.0
C 1.6651 2.5573 -3.9009 -0.6 0.8 -0.5
Si 3.1250 2.7606 -5.1844 1.1 -0.4 0.1
C 3.9414 4.4944 -5.1307 0.0 0.7 -0.2
C 4.5167 1.5044 -4.6247 -0.8 0.9 -0.3
C 2.6449 2.2471 -6.9670 -1.0 -1.8 -5.1
C 3.2848 0.9139 -7.5975 -2.3 1.6 -2.9
C 2.9533 0.4411 -9.0936 -1.4 2.8 1.4
C 1.9715 1.2614 -10.0391 1.4 1.1 4.7
C 1.3448 2.5792 -9.4273 2.1 -2.2 1.5
C 1.6716 3.0492 -7.9303 1.4 -2.9 -1.5
C -2.0784 -0.7889 -2.4163 0.7 -0.4 -1.1
C -3.3948 0.1562 -2.1375 0.6 0.2 1.2
C -3.1472 1.4628 -1.2132 -1.4 1.3 0.8
C -4.3369 1.6007 -0.0733 0.7 0.4 0.4
C -3.7656 2.3914 1.2591 -0.8 -0.7 0.3
C -4.3888 1.7269 2.6337 0.7 0.5 0.4
C -3.4041 0.6118 3.2913 0.0 -0.4 0.6
C -2.1479 1.2347 4.1054 0.6 -0.2 -0.1
C -1.6096 0.3094 5.3167 -0.3 -0.4 0.9
O -0.1824 -0.0453 5.1263 -0.7 -0.2 1.6
C 0.3950 -0.5000 6.3775 4.7 0.5 2.7
C -0.3276 -1.5523 7.3904 -0.3 0.6 -0.5
O 1.5497 -0.0933 6.7320 -5.7 -1.5 -2.7
O -1.2284 -0.8242 -1.2677 -1.6 -0.1 -0.4
C -1.7866 -1.3128 -0.0546 0.6 -1.0 1.7
C -2.4843 -2.2747 -3.0125 -1.1 0.1 0.2
I -1.0582 -3.8685 -2.4383 0.2 1.1 -1.0
C -3.9290 -2.8656 -2.6212 0.3 -1.9 -2.1
C -4.2714 -3.9564 -3.8190 -0.6 -0.7 0.3
I -3.9378 -4.1353 -0.7916 -1.1 1.2 -0.2
H 2.3243 0.3867 -0.3183 -0.6 -1.4 -2.1
H 1.2932 -2.4281 -3.7266 -0.6 2.1 0.0
H 1.8162 -0.9237 -4.6333 -1.4 -0.4 1.5
H -2.0079 -0.1339 -4.4937 1.7 0.0 1.2
H -0.0412 2.6593 -5.3361 0.3 -1.7 1.5
H 0.7762 1.0122 -5.2709 -1.0 1.0 1.1
H 1.3506 3.6493 -3.6285 0.6 -2.1 0.0
H 2.1223 1.9793 -3.0219 -1.0 0.9 -1.2
H 3.2754 5.2130 -5.7362 1.2 -0.8 0.9
H 5.0106 4.4660 -5.5942 -2.0 0.1 0.8
H 4.0050 4.8830 -4.0495 0.0 -0.5 -1.6
H 4.5400 1.5691 -3.4594 -0.2 0.5 -2.4
H 5.5493 1.7786 -5.0468 -1.6 -0.5 0.6
H 4.1977 0.4275 -4.8770 0.4 2.0 0.1
H 4.0354 0.2424 -7.0336 -1.4 1.4 -0.9
H 3.4521 -0.5341 -9.4900 -1.0 2.0 0.8
H 1.7851 0.8618 -11.1000 0.2 1.0 1.9
H 0.6493 3.1853 -10.1318 1.3 -1.0 1.6
H 1.1971 4.0283 -7.5466 0.8 -1.8 -0.8
H -4.2352 -0.4086 -1.5458 1.3 0.6 -1.3
H -3.8273 0.4705 -3.1713 2.2 0.5 1.8
H -3.2053 2.4726 -1.7970 0.4 -2.1 0.8
H -2.1655 1.4772 -0.6228 -1.3 -0.5 -1.4
H -4.7051 0.5817 0.3153 0.6 1.3 -0.8
H -5.2425 2.1719 -0.5227 1.5 -1.0 0.8
H -2.6191 2.2575 1.3535 -1.7 0.5 -0.4
H -4.0245 3.5147 1.2080 0.6 -1.9 0.1
H -5.4361 1.2809 2.4668 1.6 0.7 0.1
H -4.4821 2.5745 3.4321 0.1 -1.6 -1.5
H -3.9724 -0.0755 4.0465 0.8 1.4 -1.5
H -2.9650 -0.1265 2.4951 -1.0 1.1 1.1
H -1.2614 1.3394 3.3468 -1.5 0.6 2.0
H -2.3511 2.3003 4.5243 0.3 -1.8 -1.0
H -1.6571 0.8554 6.3401 -0.2 -0.6 -1.9
H -2.1981 -0.6824 5.4493 0.7 1.7 -0.5
H 0.4957 -2.0207 8.0668 -1.4 1.0 -1.4
H -1.0759 -0.9702 8.0601 1.3 -0.9 -1.1
H -0.9205 -2.3517 6.8148 0.9 1.2 0.8
H -2.9224 -1.4041 0.0335 1.5 0.4 -0.4
H -1.4216 -0.6171 0.8144 -1.6 -1.9 -2.6
H -1.3374 -2.3581 0.1837 -0.8 1.7 -0.4
H -2.4694 -2.2912 -4.1823 0.2 0.3 2.2
H -4.8219 -2.1408 -2.6588 1.3 -0.9 0.7
H -5.1363 -3.5730 -4.4962 1.7 -0.5 1.0
H -3.3339 -4.2494 -4.4224 -1.5 0.7 0.9
H -4.6700 -4.9495 -3.3601 0.9 2.0 -0.9
Cl 5.3392 -0.2173 -3.0293 1.6 -3.0 1.3
C -8.3311 -4.6849 -3.1992 -0.2 -1.2 0.7
Cl -7.8311 -3.1857 -4.0062 0.7 0.3 0.8
Cl -6.9505 -5.7467 -2.9084 -0.6 0.1 0.0
H -8.7934 -4.4347 -2.2443 0.2 0.1 -0.2
H -9.0508 -5.2045 -3.8328 0.2 0.2 0.0
Na -0.5282 0.3020 1.9093 1.3 0.7 1.0
Al -5.2408 -0.2006 -3.8254 -1.7 -0.6 -0.9
B 2.4204 -1.5633 9.9908 1.1 0.4 -2.7
O 3.3327 -1.7890 11.1241 -1.0 0.0 0.8
C 2.6011 -1.7585 12.2359 4.4 -0.8 1.1
O 3.0462 -1.9106 13.3488 -0.7 0.2 -0.8
C 1.1993 -1.5159 11.8938 -4.3 0.7 -0.7
O 0.2794 -1.4317 12.6727 0.9 -0.1 -0.5
O 1.0770 -1.3986 10.5730 0.2 -0.1 1.0
F 2.4392 -2.6977 9.1049 -0.2 1.1 0.8
F 2.7980 -0.3751 9.2793 -0.5 -1.4 0.9
O -1.1439 4.2285 3.5352 -0.4 -0.2 -0.8
H -0.7918 4.0400 4.4014 0.4 -0.1 0.8
C 8.6485 -4.2475 -2.6624 -0.5 1.2 -3.1
C 8.7897 -4.7407 -1.3919 1.0 -1.6 4.3
C 7.4647 -4.9874 -0.6839 -0.8 -0.5 0.9
O 7.3595 -5.4887 0.4222 0.4 0.5 -1.1
C 6.2202 -4.5883 -1.3772 0.3 -1.0 2.5
C 6.0824 -4.0832 -2.6417 -0.6 1.6 -3.8
C 7.3989 -3.9378 -3.3870 1.0 -0.3 0.2
O 7.4898 -3.5735 -4.5552 -0.8 0.6 0.5
O 5.0293 -3.7463 -3.2252 1.4 -0.5 1.1
O 9.8455 -5.0007 -0.7868 -1.7 0.7 -1.6
H 9.5395 -4.0503 -3.2496 0.1 0.0 0.0
H 5.3311 -4.7345 -0.7734 -0.1 0.0 0.0
C -0.3502 5.3881 7.8037 -0.2 0.2 0.1
C 0.3410 4.3461 7.1834 0.0 -0.3 -0.1
C 0.0502 3.0256 7.5106 0.0 0.0 -0.2
C -0.9385 2.7434 8.4512 0.2 -0.1 -0.3
C -1.6323 3.7854 9.0688 -0.1 0.4 0.1
C -1.3353 5.1058 8.7484 -0.1 -0.2 0.0
H -0.1207 6.4183 7.5507 0.0 -0.1 0.0
H 1.1067 4.5664 6.4458 0.0 0.0 0.1
H 0.5927 2.2157 7.0330 0.1 0.1 0.1
H -1.1689 1.7128 8.7035 0.1 0.1 0.1
H -2.4035 3.5649 9.8004 0.1 0.0 -0.1
H -1.8708 5.9156 9.2326 0.1 -0.1 -0.1
Li 6.1718 -1.6203 -4.7654 -0.1 -0.2 0.7
Mg -9.2101 -2.6913 -5.9759 -0.8 0.3 -1.1
```
Positions in Å, forces in eV/Å.

HOMO-LUMO gap   0.9 eV
Net charge   +2
Calculated total energy   -164022.0639 eV

Atomic partial charges in e from the Mulliken method, atoms 1 to 99: -0.3127, -0.0340, -0.3669, -0.4381, -0.8966, 1.3138, -0.2545, -0.3862, -1.3793, -0.0764, 0.0407, -0.9888, -0.5947, 0.6244, -0.0476, -0.4192, -0.4351, -0.5443, -0.3487, 1.6168, -1.0418, -0.4058, -0.7668, -0.3555, -1.0532, -0.2040, -0.6306, -0.1123, -0.1811, 0.3960, -0.5346, -0.4535, 0.3705, 0.1145, -1.9589, 0.2227, 0.2977, -0.4213, 0.2080, 0.3852, 0.4660, 0.1618, 0.1837, 0.3389, 0.3643, 0.4079, -0.0421, 0.2686, 0.2905, 0.3093, 0.1775, 0.4166, -0.0957, 0.1580, 0.2721, 0.3317, 0.2980, 0.3081, 0.8241, 0.4150, 0.4715, 0.0048, 0.3852, 0.2807, 0.0866, 0.4426, 0.3887, 0.4131, 0.4930, -0.1510, 0.0810, 0.3916, 0.0173, 0.3003, 0.1038, 0.2060, 0.3357, 0.1397, -0.9677, 0.4716, 0.7306, -0.1254, 0.1414, 0.2935, 0.0098, -0.6157, -0.2965, 0.0055, -0.0748, 0.3187, 0.3159, 0.8944, 0.3308, 0.7306, -0.4228, 0.6171, -0.5003, 0.5909, -0.5422



Entry 2:
ORCA calculation (wB97M-V/def2-TZVPD) on a structure of composition C36H36N2O4PPbS.

XYZ file:
```
81
Properties=species:S:1:pos:R:3:forces:R:3
Pb -0.0297 -1.2152 1.4535 0.1 0.1 0.1
C 2.1880 1.5961 4.7660 0.0 0.0 0.0
C 1.5268 0.2317 4.9358 0.0 0.0 0.0
C 2.3021 -0.8477 4.1893 0.0 0.0 0.0
C 0.0438 0.2381 4.5306 0.1 0.1 0.0
C -0.7978 1.2263 5.3316 -0.1 0.0 0.0
O -0.9452 2.3478 4.4363 0.0 0.0 0.1
C -0.6412 1.8980 3.2079 0.0 0.1 -0.1
N -0.1544 0.7168 3.1357 0.0 0.0 0.0
C -0.9398 2.8933 2.1426 0.0 -0.1 0.0
C -1.0509 4.2183 2.5744 0.0 0.0 0.0
C -1.4029 5.2319 1.7025 0.0 0.0 0.0
C -1.6870 4.9347 0.3791 0.0 0.0 0.0
C -1.5772 3.6282 -0.0611 0.0 0.0 0.0
C -1.1805 2.5993 0.7913 0.0 0.0 0.1
P -1.0337 0.9602 0.0086 0.0 -0.1 0.0
C 0.0808 1.2230 -1.4028 0.0 0.0 0.0
C 0.8927 2.3461 -1.5362 0.0 0.0 0.0
C 1.7822 2.4350 -2.5991 0.0 0.0 -0.1
C 1.8710 1.4112 -3.5301 0.0 0.0 0.0
C 1.0764 0.2801 -3.3899 0.0 0.0 0.0
C 0.1951 0.1818 -2.3272 -0.1 0.0 0.0
C -2.6854 0.6811 -0.6976 0.0 0.1 0.0
C -2.9926 0.8708 -2.0409 0.0 0.0 0.0
C -4.2795 0.6206 -2.5021 0.0 0.0 0.0
C -5.2651 0.1950 -1.6235 0.0 0.0 0.0
C -4.9650 0.0158 -0.2784 0.0 0.0 0.0
C -3.6797 0.2519 0.1794 0.0 0.0 0.0
H 3.2111 1.5610 5.1410 0.0 0.0 0.0
H 1.6639 2.3787 5.3184 0.0 0.0 0.0
H 2.2352 1.8754 3.7117 0.0 0.0 0.0
H 1.5251 -0.0301 6.0004 0.0 0.0 0.0
H 2.3653 -0.6138 3.1255 0.0 0.0 0.0
H 1.8419 -1.8319 4.3161 0.0 0.0 0.0
H 3.3233 -0.9148 4.5651 0.0 0.0 0.0
H -0.3448 -0.7783 4.6295 0.0 0.0 0.0
H -0.3266 1.5752 6.2471 0.0 0.0 0.0
H -1.7986 0.8498 5.5478 0.0 0.0 0.0
H -0.8616 4.4488 3.6115 0.0 0.0 0.0
H -1.4710 6.2495 2.0629 0.0 0.0 0.0
H -1.9893 5.7132 -0.3086 0.0 0.0 0.0
H -1.7944 3.3998 -1.0979 0.0 0.0 0.0
H 0.8544 3.1467 -0.8104 0.0 0.0 0.0
H 2.4111 3.3107 -2.6929 0.0 0.0 0.0
H 2.5671 1.4876 -4.3553 0.0 0.0 0.0
H 1.1542 -0.5327 -4.1014 0.0 0.0 0.0
H -0.4071 -0.7097 -2.1904 0.0 0.1 0.0
H -2.2330 1.2106 -2.7331 0.0 0.0 0.0
H -4.5115 0.7697 -3.5489 0.0 0.0 0.0
H -6.2685 0.0074 -1.9834 0.0 0.0 0.0
H -5.7327 -0.3098 0.4112 0.0 0.0 0.0
H -3.4467 0.0936 1.2280 0.0 0.0 0.0
O 1.6519 -2.2090 -0.5045 0.1 0.1 0.0
C 2.2911 -1.1714 -0.3123 0.0 -0.1 0.0
N 1.9316 -0.2832 0.6546 0.0 -0.1 -0.1
C 2.7332 0.8512 0.5807 -0.1 0.0 0.0
O 2.6000 1.8540 1.2408 0.0 0.0 0.0
C 3.7490 0.5965 -0.5009 0.0 -0.1 0.1
C 4.7799 1.3791 -0.9706 0.0 0.0 0.0
C 5.5420 0.8666 -2.0186 0.0 0.0 0.0
C 5.2702 -0.3860 -2.5636 0.0 0.0 0.0
C 4.2255 -1.1698 -2.0787 0.0 0.0 0.0
C 3.4776 -0.6509 -1.0437 0.0 0.1 0.0
H 4.9841 2.3513 -0.5408 0.0 0.0 0.0
H 6.3649 1.4467 -2.4158 0.0 0.0 0.0
H 5.8856 -0.7548 -3.3737 0.0 0.0 0.0
H 4.0087 -2.1443 -2.4967 0.0 0.0 0.0
O -1.5042 -2.0730 -0.4293 0.0 0.2 0.0
S -1.7156 -3.4690 -0.9831 0.0 -0.2 -0.1
C -3.2806 -3.3525 -1.9150 0.0 0.0 0.0
C -2.9693 -3.5201 -3.4015 0.0 0.1 0.0
C -1.5638 -2.9639 -3.6122 0.0 0.0 0.0
C -0.7248 -3.5659 -2.4940 0.0 0.0 0.0
H -3.6356 -2.3496 -1.6697 0.0 0.0 0.0
H -3.9809 -4.0881 -1.5236 0.0 0.0 0.0
H -3.7114 -3.0003 -4.0071 0.0 0.0 0.0
H -3.0012 -4.5761 -3.6764 0.0 0.0 0.0
H -1.5807 -1.8737 -3.5368 0.0 0.0 0.0
H -1.1604 -3.2240 -4.5906 0.0 0.0 0.0
H 0.2228 -3.0749 -2.2694 0.0 0.0 0.0
H -0.5408 -4.6297 -2.6641 0.0 0.0 0.0
```
Positions in Å, forces in eV/Å.

Energy relative to the best compared isomer or geometry (same formula, charge and spin)   8.4 kJ/mol
HOMO-LUMO gap   8.8 eV
Net charge   +1
Calculated total energy   -74455.6824 eV

Listed below, in e, are the Mulliken charges computed for each atom: 1.1388, -1.3830, 0.7584, -1.6278, -0.4733, -0.7313, -0.4349, 0.1130, 0.3631, 0.0545, -1.1967, -0.8558, -0.7567, -0.5504, 1.1927, 0.8653, 0.2801, -0.2915, -1.0303, -0.7177, -0.5147, 0.0760, 0.9413, -0.2165, -0.7240, -0.6252, -0.7237, -0.8169, 0.4820, 0.3563, 0.1202, 0.3130, 0.2151, 0.3530, 0.4868, 0.5750, 0.3727, 0.3038, 0.5707, 0.4119, 0.4679, 0.4309, 0.3954, 0.4004, 0.4679, 0.4911, -0.1306, 0.4744, 0.4658, 0.4142, 0.4362, 0.3142, -0.7760, 0.2638, 0.4509, -0.3746, -0.6239, 0.4920, -0.3061, -0.6109, -0.5554, -0.4403, 0.1160, 0.5564, 0.4391, 0.4278, 0.5350, -0.4902, 0.0146, 0.2377, -0.8864, -0.1411, -0.4541, -0.4849, 0.5184, 0.4120, 0.3218, -0.0384, 0.5238, 0.0574, 0.5145



Entry 3:
ORCA calculation (wB97M-V/def2-TZVPD) on an isolated molecule of C3H3N3O in a non-equilibrium geometry.

XYZ file:
```
10
Properties=species:S:1:pos:R:3:forces:R:3
H 0.0410 -0.1901 2.4341 0.3 -0.5 -0.2
N 0.0171 -0.6332 1.4947 2.3 -1.6 -0.2
N 0.9876 -0.2002 0.8449 0.1 1.4 0.7
C 1.0630 -0.2530 -0.5304 -0.1 -0.6 -0.5
C 0.0608 0.1013 -1.3809 0.7 -0.2 0.3
N -1.1501 0.6079 -0.9568 -0.6 0.8 0.1
C -1.5144 0.7316 0.2048 0.1 -2.8 -0.1
O -1.7473 0.1961 1.2384 -2.7 3.3 -0.3
H 2.0792 -0.3838 -0.8874 -0.2 -0.3 -0.2
H 0.1632 0.0233 -2.4614 0.3 0.3 0.3
```
Positions in Å, forces in eV/Å.

Energy relative to the best compared isomer or geometry (same formula, charge and spin)   431.1 kJ/mol
HOMO-LUMO gap   8.5 eV
Calculated total energy   -9672.9861 eV

Listed below, in e, are the natural (NBO) charges computed for each atom: 0.3366, -0.2533, -0.1993, -0.1045, -0.0537, -0.5293, 0.8341, -0.4642, 0.2170, 0.2167



Entry 4:
ORCA calculation (wB97M-V/def2-TZVPD) on a structure of composition C6H14O.

XYZ file:
```
21
Properties=species:S:1:pos:R:3:forces:R:3
C 0.7200 -0.2277 -2.4827 0.1 0.0 -0.3
O 1.0840 -1.4836 -0.7020 0.0 0.0 0.1
C 0.2117 -1.3807 0.2648 -0.1 -0.2 0.1
C -0.2452 0.1865 0.6537 0.0 0.2 0.0
C -1.4000 0.0018 1.6354 -0.1 0.0 0.1
C 0.9765 0.8525 1.2810 0.1 0.0 0.1
C -0.6419 0.8301 -0.5853 -0.1 0.1 0.1
H 0.3646 0.6196 -3.0801 0.0 -0.1 0.1
H 0.3243 -1.1740 -2.8277 0.0 0.1 0.1
H 1.7942 -0.2324 -2.3561 -0.1 0.0 0.0
H 0.6099 -1.6500 1.2633 0.0 0.0 -0.1
H -0.7490 -1.9159 0.0963 0.1 0.0 0.0
H -2.2808 -0.4292 1.1462 0.1 0.1 0.0
H -1.6927 0.9557 2.0882 0.0 -0.1 -0.1
H -1.0996 -0.6783 2.4429 0.0 0.1 -0.1
H 1.8404 0.7441 0.6163 -0.1 0.0 0.1
H 1.2300 0.3786 2.2360 0.0 0.0 -0.1
H 0.8101 1.9197 1.4704 0.0 -0.1 0.0
H 0.0713 0.1796 -1.4270 0.0 0.0 0.0
H -0.2612 1.8273 -0.8034 0.0 -0.1 0.0
H -1.6664 0.6765 -0.9301 0.2 0.0 0.0
```
Positions in Å, forces in eV/Å.

Energy relative to the best compared isomer or geometry (same formula, charge and spin)   478.2 kJ/mol
HOMO-LUMO gap (spin up / spin down)   7.8 / 7.8 eV
Calculated total energy   -8491.9362 eV

Listed below, in e, are the natural (NBO) charges computed for each atom: -0.4882, -0.6707, -0.0062, -0.1181, -0.5922, -0.6138, -0.3584, 0.1817, 0.2337, 0.2381, 0.1684, 0.1195, 0.2121, 0.2117, 0.2121, 0.2280, 0.2127, 0.2040, 0.1888, 0.2178, 0.2192